{"formula": "C3H5FO3S", "method": "ωB97M-V/def2-TZVPD", "relative_energy_kj_mol": 491.0, "charge": 0, "gap_ev": [8.5, 7.8], "e_homo_ev": [-10.61, -9.46], "symbols": ["C", "C", "C", "O", "O", "O", "F", "S", "H", "H", "H", "H", "H"], "positions_angstrom": [[-2.209, 1.965, -0.661], [-1.172, 1.422, -0.077], [2.335, -1.482, 0.397], [-1.496, -1.071, -1.129], [-0.845, -1.081, 1.181], [2.004, -0.400, -0.258], [-0.375, 1.921, 0.829], [-0.711, -0.464, -0.122], [-2.697, 1.344, -1.338], [-2.355, 3.082, -0.605], [3.048, -2.119, -0.146], [1.401, -1.937, 0.682], [3.072, -1.180, 1.244]], "atomic_forces_ev_per_a": [[1.3, 2.0, 0.3], [0.1, -1.9, 0.9], [3.1, -1.0, 1.1], [-1.1, -0.4, -2.3], [0.6, 0.8, 0.4], [-0.9, 2.6, -1.3], [0.5, 0.9, 0.3], [0.1, 0.9, 1.1], [-1.1, -0.7, -1.1], [-0.1, -1.5, 0.1], [-0.7, -0.6, -0.4], [0.0, -0.8, 1.1], [-1.7, -0.2, -0.2]]}